No. 1
{"formula": "C19H66N10O14", "method": "the ωB97M-V functional and the def2-TZVPD basis", "elements": ["O", "O", "O", "O", "O", "O", "O", "O", "O", "O", "O", "O", "O", "O", "N", "N", "N", "N", "N", "N", "N", "N", "N", "N", "C", "C", "C", "C", "C", "C", "C", "C", "C", "C", "C", "C", "C", "C", "C", "C", "C", "C", "C", "H", "H", "H", "H", "H", "H", "H", "H", "H", "H", "H", "H", "H", "H", "H", "H", "H", "H", "H", "H", "H", "H", "H", "H", "H", "H", "H", "H", "H", "H", "H", "H", "H", "H", "H", "H", "H", "H", "H", "H", "H", "H", "H", "H", "H", "H", "H", "H", "H", "H", "H", "H", "H", "H", "H", "H", "H", "H", "H", "H", "H", "H", "H", "H", "H", "H"], "xyz": [[-3.7498, -3.4133, 0.2091], [0.7261, -3.1683, 3.2012], [1.3062, -1.7127, -2.5128], [4.0450, 2.1236, -2.4163], [3.9062, -3.3158, -0.5290], [-1.2119, -3.3437, 6.0121], [-2.8389, -1.3686, 2.0289], [0.9100, 5.0787, -0.7626], [2.2651, -0.3227, 2.5772], [-0.1625, -0.8832, 1.0735], [-1.7429, -0.0788, -3.4783], [-1.8931, 3.3350, 0.1411], [0.1943, 1.7918, 3.0875], [0.8281, 2.0182, -3.6352], [1.8091, -2.3248, -0.0718], [-3.3854, -3.4253, 5.1131], [-2.1463, -1.7077, 4.6109], [2.6357, -1.3259, -4.3458], [-1.5802, 2.0600, -2.4515], [2.7069, -3.6267, 1.5019], [0.5572, -0.5040, -4.3173], [-3.3842, 0.8522, -2.1363], [-2.3595, 5.4042, 1.3301], [-0.4876, 4.4668, 1.6372], [1.5109, -1.2493, -3.7613], [0.2823, -4.4721, 2.9524], [-1.2222, 1.6946, 3.2566], [1.9140, 4.1482, -1.0677], [-2.2021, 0.9625, -2.7260], [-2.2392, -2.8229, 5.2313], [0.5035, 2.8598, -4.6497], [-2.1930, -3.0338, -1.4790], [-0.5186, 0.0739, 0.1122], [4.6328, -0.1669, -1.6794], [1.4300, 4.1158, -4.3030], [-3.8267, -0.4100, 1.8213], [-0.6450, -4.3470, 1.7346], [-1.5597, 4.3895, 0.9709], [-3.4733, -2.6070, -0.8741], [3.3219, 0.4306, 1.9650], [3.6434, 1.0412, -1.6611], [0.7096, 0.9555, -0.0860], [2.8144, -3.0622, 0.2932], [2.3186, 3.6934, -0.1603], [2.5867, -1.3086, -5.3121], [-4.1335, -3.0484, 4.4675], [3.6642, -0.2217, 1.1336], [-1.8424, -2.2807, -2.1874], [1.0322, -5.2544, 2.8295], [1.3973, 3.3796, -1.6977], [-0.7415, -0.5225, -0.8296], [1.6677, 4.8082, -5.0533], [-4.0097, 0.1293, -2.4908], [0.6611, 1.1111, -3.9645], [0.0760, 3.6471, 1.6859], [-3.7293, -4.3596, 0.0051], [4.8426, -0.4466, -2.7292], [-1.4121, -3.6661, 2.0907], [2.5970, 0.8175, -1.9832], [-2.9665, -2.0198, 1.3164], [4.1610, -0.9782, -1.2161], [-1.4418, -2.9382, -0.7239], [1.5900, -0.4239, 1.8230], [-1.8802, 2.5629, -1.6238], [-1.0730, -5.3752, 1.4388], [0.6461, -0.1076, -5.2321], [1.0087, 4.7719, -3.5162], [-4.7907, -0.7695, 2.0752], [1.6399, -2.0596, -1.0764], [0.2301, 4.8185, -0.1177], [0.5216, 1.2332, 3.7700], [-1.7083, 2.2252, 2.4932], [2.3399, 3.7611, -3.9658], [3.5880, -4.2280, 1.7872], [-1.5994, 0.7113, 3.0550], [-0.5061, 3.2285, -4.5467], [1.6192, 0.3022, -0.0686], [-1.4617, 0.5397, 0.4649], [-3.6593, 0.0983, 0.8509], [-0.3977, -0.5569, -3.9192], [5.5904, 0.0948, -1.2123], [4.6590, 2.7025, -1.9400], [1.0380, -3.1647, 4.0957], [-2.0600, 6.3124, 1.7337], [-3.3539, -1.5626, -0.5071], [3.2744, -2.0065, -3.9333], [-3.5887, 0.2894, 2.5854], [2.9940, 1.4275, 1.6434], [0.6679, 1.3692, -1.0907], [-2.1450, -4.0196, -1.8535], [-0.0851, -4.0873, 0.8412], [-2.7435, -1.3885, 3.8683], [-1.1791, -1.4314, 4.5268], [-3.5658, -4.3572, 5.6070], [2.7045, 4.7252, -1.5983], [3.3756, 1.4661, -0.6869], [-0.3771, -4.7514, 3.8284], [0.7317, 2.3841, -5.5463], [-3.2198, 5.3653, 0.7255], [-1.6000, 2.0892, 4.1953], [4.1240, 0.5348, 2.6605], [-0.9534, -0.9700, 1.5046], [1.9254, -3.4005, 2.1328], [0.9614, 1.6996, 0.6646], [-4.3943, -2.7207, -1.5530], [-3.7408, 1.5280, -1.5467], [-0.6159, 2.1823, -2.7234], [-0.1607, 5.2795, 2.1915], [1.0713, -1.9723, 0.5978]], "atomic_forces_ev_per_a": [[-0.7, -0.8, 2.6], [0.2, 0.4, -0.1], [0.3, 1.7, -5.8], [0.9, 1.7, -1.5], [-4.7, 1.1, 3.6], [-4.6, 2.4, -3.8], [0.4, -1.2, -1.1], [-0.8, 1.8, 0.4], [-1.2, 0.6, -1.4], [2.1, 0.2, -0.4], [-2.9, 4.4, 2.8], [1.3, 5.1, 3.9], [-1.5, 0.8, -0.3], [0.1, -1.9, 1.6], [-2.8, 2.3, -0.6], [-4.3, -3.3, 0.0], [2.1, 3.6, -1.1], [4.1, -1.7, -0.1], [1.0, 1.6, 0.6], [3.3, -2.2, 1.0], [-0.6, -0.6, -0.6], [-1.5, -3.0, -1.1], [-3.9, 0.8, -2.4], [5.4, -0.3, 2.4], [-3.9, -0.6, 7.7], [-3.0, -1.2, 0.5], [0.4, 0.1, 0.0], [-0.8, -0.6, -0.5], [1.6, -5.0, -2.8], [5.3, -4.2, 5.1], [1.4, 4.4, 1.5], [1.0, 2.0, -0.5], [0.3, -0.1, -1.4], [-0.4, 2.2, -1.1], [-2.4, 0.0, -0.2], [1.1, 1.4, -0.1], [0.2, -2.5, 0.2], [-4.2, -3.7, -3.3], [-1.4, 0.0, -1.8], [-0.6, -1.4, -0.6], [-1.0, -0.7, 0.8], [0.4, -0.7, -0.8], [5.5, -2.2, -3.2], [0.2, -0.1, 0.0], [0.4, 0.2, -2.1], [1.4, -0.8, 1.3], [0.2, 0.9, 0.1], [-0.2, -0.3, -0.6], [0.4, 0.4, 0.0], [1.4, 0.3, 0.3], [0.2, 1.1, 0.6], [0.0, 0.7, -1.8], [0.4, 0.4, 0.4], [0.3, 0.0, 1.0], [0.7, -0.6, 0.1], [0.2, 0.5, -0.2], [-0.1, 0.2, 0.4], [-0.3, 0.2, -0.8], [1.1, -0.5, -0.5], [0.2, -0.6, 0.5], [-0.4, -1.5, 0.9], [0.6, -0.2, 0.8], [1.1, 0.0, 2.0], [0.1, 0.3, -0.1], [0.3, 1.4, 0.8], [0.2, -0.4, -0.6], [-0.2, -0.8, -0.2], [-1.2, -0.4, -0.6], [0.8, -0.4, 1.2], [1.1, -0.5, -0.7], [1.2, -0.8, 0.6], [-0.4, 1.2, -1.2], [1.8, -1.0, 0.8], [-2.8, 2.0, -0.7], [0.2, -1.0, 0.4], [-0.7, -0.2, -0.6], [-1.0, 0.2, -0.3], [0.6, 0.4, -0.5], [-0.8, -0.3, 0.3], [0.1, 0.4, 0.0], [-0.3, -0.1, 0.1], [-0.2, -0.5, -0.1], [0.3, 0.4, 0.9], [-0.3, -1.4, -0.6], [-0.4, -0.6, -0.4], [-0.1, 0.4, -0.1], [-0.2, 1.3, 0.5], [0.1, -0.2, -0.1], [0.2, 0.4, 0.1], [-0.2, -1.1, -0.6], [-0.1, 0.8, 0.0], [0.0, -0.5, 0.0], [0.0, 0.4, -0.1], [0.6, 2.3, -1.1], [-0.5, -0.8, 0.2], [0.7, -0.7, 0.6], [0.8, -0.1, -0.8], [0.2, -0.3, -2.1], [1.2, 0.8, 1.2], [0.2, -0.1, 0.4], [0.5, 0.1, 0.6], [-2.9, -1.3, 2.6], [1.1, 0.1, -0.3], [-0.7, 0.2, 0.1], [1.4, 0.8, 0.4], [-0.7, 1.6, 1.1], [0.5, -0.2, -0.2], [-0.7, -1.0, -0.7], [1.4, -1.1, -1.0]], "e_homo_ev": -7.51, "total_energy_ev": -64335.662, "e_lumo_ev": 0.0, "gap_ev": 7.5, "relative_energy_kcal_mol": 10.4}

***

No. 2
{"formula": "C3H5Cl2NS", "method": "the ωB97M-V functional and the def2-TZVPD basis", "elements": ["Cl", "Cl", "S", "N", "C", "C", "C", "H", "H", "H", "H", "H"], "xyz": [[2.1101, -1.1977, -0.1666], [-2.1803, -0.8262, 0.0474], [-0.1980, 1.8343, 0.0858], [-0.3709, 0.8140, -1.2711], [0.4932, -0.7593, 0.3464], [-0.5875, -0.4943, -0.8537], [0.6163, 0.5112, 1.0814], [1.6190, 1.0043, 1.3719], [-1.0800, 1.2460, -1.9492], [0.0529, 0.3595, 2.0355], [-0.5730, -1.0708, -1.7511], [0.0981, -1.4209, 1.0232]], "atomic_forces_ev_per_a": [[0.4, -0.8, -0.7], [-0.1, 0.1, -0.4], [0.0, 0.7, 0.9], [-1.2, 1.2, -1.2], [0.1, 1.4, -3.0], [1.0, -0.1, 1.5], [-0.1, 3.2, 2.2], [-1.3, -1.7, -0.7], [1.3, -1.2, 1.3], [0.3, 0.6, -0.7], [0.0, -1.2, 0.0], [-0.6, -2.2, 1.0]], "e_homo_ev": -8.26, "total_energy_ev": -40561.244, "e_lumo_ev": 0.6, "gap_ev": 8.9, "smiles": "Cl[C@H]1CSN[C@@H]1Cl", "relative_energy_kcal_mol": 24.6}

***

No. 3
{"formula": "H26O13", "method": "the ωB97M-V functional and the def2-TZVPD basis", "elements": ["O", "O", "O", "O", "O", "O", "O", "O", "O", "O", "O", "O", "O", "H", "H", "H", "H", "H", "H", "H", "H", "H", "H", "H", "H", "H", "H", "H", "H", "H", "H", "H", "H", "H", "H", "H", "H", "H", "H"], "xyz": [[3.6880, -0.6800, 1.5899], [3.4319, 2.2396, -1.5106], [1.0159, 3.6871, 1.0770], [-4.6299, 2.5671, -0.4270], [-0.9391, 4.1612, 0.5756], [0.1217, 0.2091, -0.8107], [-1.7247, -1.9133, -0.5725], [0.6065, -2.9943, 3.3449], [3.6637, -1.5367, -1.4565], [-0.4558, -3.7436, -0.1545], [1.1337, -0.0011, -2.1285], [-2.2879, 0.5453, 1.9476], [-3.9336, -2.6886, -1.5282], [1.4563, -0.9018, -2.0113], [3.1641, -0.7486, -1.6981], [-2.7814, -0.0831, 1.4087], [-2.4009, -1.2722, -0.8189], [0.5320, 0.0418, 0.0452], [0.1065, -3.6909, -0.9355], [-1.0924, -1.4005, -0.0565], [-0.0897, -2.4319, 2.9873], [-3.7383, -2.7456, -0.5861], [-5.5185, 2.2033, -0.5106], [1.7172, 0.5307, -1.5756], [-0.0300, -4.4101, 0.3965], [-0.0316, -0.6706, -1.1733], [-1.5268, 3.5654, 1.0537], [-4.0517, 1.8121, -0.5844], [-0.9402, 4.9666, 1.1050], [2.6623, 2.7653, -1.2654], [1.4147, -2.6454, 2.9523], [-3.8076, -1.7563, -1.7378], [1.0063, 3.0319, 0.3701], [-2.0952, 1.2715, 1.3438], [4.2360, -1.4469, 1.7914], [4.1693, 2.8562, -1.4400], [4.3967, -1.5505, -2.0822], [3.7925, -0.1085, 2.3590], [1.9259, 4.0046, 1.0900]], "atomic_forces_ev_per_a": [[-0.1, 0.0, 0.3], [-0.2, 0.1, 0.1], [3.3, -0.5, 0.6], [0.0, -0.2, 0.0], [-3.4, 0.5, -0.7], [-9.1, 1.3, 11.8], [-0.5, 1.0, 0.0], [0.1, 0.1, -0.1], [0.0, -0.2, -0.1], [0.9, -0.9, 0.4], [10.0, -1.6, -12.1], [0.0, 0.0, -0.1], [-0.8, 0.1, -0.1], [0.5, -0.1, -0.7], [0.4, 0.1, -0.1], [0.0, 0.0, 0.1], [0.5, 0.3, 0.0], [-0.5, 0.0, 1.0], [-0.1, -0.1, 0.0], [-0.2, 0.0, 0.4], [0.0, -0.1, 0.0], [0.1, -0.3, -0.1], [0.0, 0.1, 0.0], [0.0, -0.1, -0.8], [0.1, 0.0, 0.0], [-0.7, 0.8, 0.7], [-0.2, 0.3, -0.1], [0.0, 0.2, -0.1], [0.1, -0.2, -0.1], [0.1, 0.1, -0.2], [0.0, 0.0, 0.0], [-0.3, -0.3, -0.3], [-0.3, 0.1, 0.1], [0.1, -0.1, 0.0], [0.0, 0.0, -0.2], [0.0, -0.1, 0.0], [-0.1, 0.0, 0.0], [0.0, 0.0, 0.0], [0.4, -0.2, 0.2]], "e_homo_ev": -7.54, "total_energy_ev": -27031.776, "e_lumo_ev": -0.2, "gap_ev": 7.3, "relative_energy_kcal_mol": 234.6}

***

no.,molar mass (g/mol)
1,658.8
2,158.1
3,234.2